(1)
Here is C6H12O in the gas phase from the Open Molecules 2025 dataset. Energies are from ωB97M-V/def2-TZVPD.

Results
Energy above the lowest of the compared OMol25 structures with the same formula, charge and spin in kJ/mol: 39.8
SMILES string: CC[C@H]1CCCO1
Lowest unoccupied orbital energy in eV: 1.126
Frontier orbital gap in eV: 10.62
Electronic energy in Ha: -311.04412
HOMO energy in eV: -9.495

Geometry as XYZ:
```
19
Properties=species:S:1:pos:R:3:mulliken_charge:R:1
C -0.731 1.353 0.207 -0.477
H -0.372 1.247 2.334 0.281
H -1.458 1.797 -0.488 0.317
C 1.078 -1.530 -1.148 -0.494
C 1.406 -1.218 0.308 -0.458
H 1.958 -1.508 -1.798 0.327
H 0.618 -2.521 -1.221 0.261
H 0.231 1.848 0.014 0.297
H 0.563 0.461 -1.857 0.320
H -1.346 2.652 1.849 0.375
C -0.608 -0.135 -0.114 0.122
O 0.181 -0.798 0.877 -0.424
C 0.057 -0.434 -1.475 -0.743
H -2.067 1.031 1.892 0.308
H -1.610 -0.586 -0.061 0.317
H -0.671 -0.747 -2.230 0.348
C -1.155 1.592 1.653 -1.236
H 1.759 -2.082 0.878 0.295
H 2.166 -0.422 0.378 0.266
```

=====

(2)
Here is C6H12O in the gas phase from the Open Molecules 2025 dataset. Energies are from ωB97M-V/def2-TZVPD.

Results
Energy above the lowest of the compared OMol25 structures with the same formula, charge and spin in kJ/mol: 409.8
Lowest unoccupied orbital energy (alpha / beta) in eV: 0.273 / 0.821
Frontier orbital gap (alpha / beta) in eV: 6.29 / 9.06
Electronic energy in Ha: -310.90317
HOMO energy (alpha / beta) in eV: -6.015 / -8.235

Geometry as XYZ:
```
19
Properties=species:S:1:pos:R:3:mulliken_charge:R:1
H 0.434 2.165 -0.058 0.507
H 1.933 1.846 1.388 0.312
H -1.660 1.703 0.865 0.356
C -1.905 -0.219 -0.204 -0.368
H 1.642 -1.772 0.511 0.232
C 1.413 0.363 0.336 0.602
H -2.402 0.347 -1.004 0.302
H 2.987 -0.904 -0.253 0.386
C 0.225 1.080 -0.095 -0.986
O 2.270 0.964 1.163 -0.519
H -2.705 -0.637 0.431 0.329
C -0.998 -1.250 -0.803 -1.077
C -1.109 0.773 0.665 -0.520
C 1.893 -0.936 -0.152 -1.241
H -0.733 -2.073 -0.129 0.328
H 1.315 -1.157 -1.072 0.355
H -1.298 -1.626 -1.783 0.314
H -0.888 0.320 1.640 0.317
H 0.022 0.668 -1.116 0.371
```

=====

(3)
Here is C6H12O in the gas phase from the Open Molecules 2025 dataset. Energies are from ωB97M-V/def2-TZVPD.

Results
Energy above the lowest of the compared OMol25 structures with the same formula, charge and spin in kJ/mol: 107.7
SMILES string: C=CC(C)(C)CO
Lowest unoccupied orbital energy in eV: 0.901
Frontier orbital gap in eV: 10.90
Electronic energy in Ha: -311.01825
HOMO energy in eV: -9.994

Geometry as XYZ:
```
19
Properties=species:S:1:pos:R:3:mulliken_charge:R:1
H 1.766 0.113 -1.318 0.269
H -3.011 1.083 -0.341 0.278
H -1.862 -0.937 0.367 0.242
O 0.039 0.024 -2.308 -0.502
H 0.444 1.293 1.794 0.378
H 1.661 -1.534 1.146 0.426
C -1.281 -0.045 0.122 -1.069
H 0.135 -2.310 0.688 0.465
C 0.576 -1.388 1.087 -2.057
H 0.199 -1.246 2.106 0.449
H -1.398 1.963 -0.549 0.231
C 0.230 -0.183 0.202 2.415
H 1.050 -1.501 -1.346 0.311
C 0.819 -0.431 -1.231 -0.710
H 0.726 1.953 0.169 0.430
C 0.869 1.075 0.808 -1.826
H -0.889 -0.132 -2.090 0.410
C -1.927 1.051 -0.276 -0.584
H 1.949 0.924 0.928 0.444
```

=====

(4)
Here is 2 unconnected molecules or ions with the total composition C6H12O from the Open Molecules 2025 dataset. Energies are from ωB97M-V/def2-TZVPD.

Results
Energy above the lowest of the compared OMol25 structures with the same formula, charge and spin in kJ/mol: 233.5
SMILES string: C=CCCO.C=C
Lowest unoccupied orbital energy in eV: 1.046
Frontier orbital gap in eV: 10.75
Electronic energy in Ha: -310.97033
HOMO energy in eV: -9.702

Geometry as XYZ:
```
19
Properties=species:S:1:pos:R:3:mulliken_charge:R:1
H -1.132 1.685 -0.082 0.251
H -0.358 0.108 -2.217 0.327
H 1.029 -0.306 1.409 0.347
H 1.679 1.265 -0.230 0.295
C -2.064 1.288 0.301 -0.354
C 0.278 0.138 -1.329 -0.282
H 0.504 -1.881 -1.154 0.329
H 0.911 -2.068 1.290 0.348
C 1.161 -1.164 0.729 -0.814
H -3.006 0.088 1.762 0.236
C -2.079 0.420 1.306 -0.555
H -0.844 -1.268 -0.141 0.387
C 1.133 1.141 -1.164 -0.755
O 2.526 -1.342 0.393 -0.544
C 0.198 -1.084 -0.464 -0.290
H -2.973 1.630 -0.183 0.239
H 1.320 1.862 -1.952 0.241
H -1.161 0.030 1.741 0.223
H 2.879 -0.542 -0.016 0.371
```

=====

(5)
Here is C6H12O in the gas phase from the Open Molecules 2025 dataset. Energies are from ωB97M-V/def2-TZVPD.

Results
Energy above the lowest of the compared OMol25 structures with the same formula, charge and spin in kJ/mol: 403.7
Lowest unoccupied orbital energy in eV: 0.339
Frontier orbital gap in eV: 8.66
Electronic energy in Ha: -310.90551
HOMO energy in eV: -8.324

Geometry as XYZ:
```
19
Properties=species:S:1:pos:R:3:mulliken_charge:R:1
H -1.539 1.408 2.043 0.353
H 0.202 1.175 1.973 0.265
C 1.206 -1.533 0.315 -1.081
C 0.182 1.559 -1.729 -0.762
C -0.732 -0.044 -0.235 0.519
O 0.022 1.153 -0.393 -0.363
C -1.188 -0.334 1.143 -0.735
H 0.610 2.564 -1.716 0.260
H 0.860 0.899 -2.292 0.272
H 0.773 -1.711 1.306 0.293
H 1.808 -2.410 0.044 0.374
H -0.814 0.269 3.182 0.303
H -0.601 -2.153 -0.685 0.337
H 1.862 -0.655 0.376 0.259
H -1.646 0.020 -0.854 0.419
C -0.743 0.642 2.155 -0.843
C 0.070 -1.289 -0.676 -0.519
H -0.784 1.591 -2.259 0.321
H 0.451 -1.152 -1.698 0.328
```

=====

(6)
Here is a molecular structure, C6H12O from the Open Molecules 2025 dataset. Energies are from ωB97M-V/def2-TZVPD.

Results
Energy above the lowest of the compared OMol25 structures with the same formula, charge and spin in kJ/mol: 515.6
Lowest unoccupied orbital energy (alpha / beta) in eV: 0.869 / 0.889
Frontier orbital gap (alpha / beta) in eV: 7.43 / 6.51
Electronic energy in Ha: -310.86290
HOMO energy (alpha / beta) in eV: -6.556 / -5.618

Geometry as XYZ:
```
19
Properties=species:S:1:pos:R:3:mulliken_charge:R:1
H 1.918 -0.207 -1.413 0.306
H -0.571 2.435 -0.345 0.295
C 1.020 0.069 0.544 -0.478
C -1.676 1.050 0.414 -0.574
O -0.633 1.958 0.492 -0.361
C -0.231 -0.649 0.333 0.834
H 3.073 0.015 -0.096 0.329
H -2.130 0.948 -0.569 0.341
H 1.188 0.437 1.553 0.429
C -0.500 -1.270 -1.025 -1.538
H -2.247 -0.860 1.160 0.333
C 2.095 0.322 -0.473 -1.142
H 0.191 -2.091 -1.257 0.388
H 2.185 1.386 -0.719 0.272
H 0.680 -1.248 0.893 0.164
H -1.514 -1.678 -1.042 0.359
H -0.414 -0.546 -1.842 0.363
C -1.408 -0.164 1.183 -0.583
H -1.103 0.020 2.222 0.264
```

=====

(7)
Here is a molecular structure, C6H12O from the Open Molecules 2025 dataset. Energies are from ωB97M-V/def2-TZVPD.

Results
Energy above the lowest of the compared OMol25 structures with the same formula, charge and spin in kJ/mol: 450.8
Lowest unoccupied orbital energy (alpha / beta) in eV: -0.293 / -0.294
Frontier orbital gap (alpha / beta) in eV: 7.01 / 7.01
Electronic energy in Ha: -310.88758
HOMO energy (alpha / beta) in eV: -7.303 / -7.302

Geometry as XYZ:
```
19
Properties=species:S:1:pos:R:3:mulliken_charge:R:1
O 1.831 -1.647 0.393 -0.810
C -2.028 -1.006 -0.952 -1.282
H -0.364 -1.202 1.224 0.445
H -2.779 -0.397 -1.464 0.369
C -0.808 1.012 0.949 -1.266
H -0.463 0.511 -1.315 0.377
H -1.886 1.144 0.792 0.449
C -0.040 -0.411 0.546 -0.007
H 1.800 0.038 1.607 0.236
C 2.137 0.594 -0.458 -1.364
H 1.894 0.244 -1.468 0.292
H 1.791 1.630 -0.328 0.282
H 3.226 0.589 -0.363 0.362
C 1.576 -0.391 0.585 0.477
H -0.266 1.867 0.545 0.330
C -0.813 -0.229 -0.597 0.024
H -1.687 -1.786 -1.647 0.373
H -2.469 -1.497 -0.079 0.350
H -0.653 0.938 2.031 0.364
```

=====

(8)
Here is 2 unconnected molecules or ions with the total composition C6H12O from the Open Molecules 2025 dataset. Energies are from ωB97M-V/def2-TZVPD.

Results
Energy above the lowest of the compared OMol25 structures with the same formula, charge and spin in kJ/mol: 265.9
SMILES string: C1=CCC1.COC
Lowest unoccupied orbital energy in eV: 1.085
Frontier orbital gap in eV: 10.33
Electronic energy in Ha: -310.95801
HOMO energy in eV: -9.245

Geometry as XYZ:
```
19
Properties=species:S:1:pos:R:3:mulliken_charge:R:1
C -0.499 1.187 2.138 -0.421
H 1.124 -2.367 -2.514 0.302
O 0.005 -1.491 -0.998 -0.304
H -0.411 0.967 3.199 0.371
C 0.369 1.582 1.203 -0.444
C -0.662 1.604 0.093 -0.216
H 1.565 -2.548 -0.125 0.340
C 0.994 -1.613 -0.007 -0.671
C -1.678 1.152 1.188 -0.471
H 1.245 -0.589 -2.400 0.305
H -0.260 -1.344 -2.997 0.219
H -0.512 0.861 -0.697 -0.024
H -2.478 1.871 1.399 0.261
H 1.433 1.804 1.214 0.420
C 0.563 -1.447 -2.285 -0.687
H 0.490 -1.612 0.962 0.199
H 1.698 -0.766 -0.035 0.284
H -2.121 0.165 1.014 0.224
H -0.865 2.584 -0.353 0.311
```